(1)
13
Properties=species:S:1:pos:R:3 method="wB97M-V/def2-TZVPD" e_homo_ev=-8.1 max_force_ev_per_a=12.045 e_tot_ev=-8699.634 homo_lumo_gap_ev=8.82
C 1.751 -0.657 0.133
N 0.457 -0.212 -0.266
O -0.488 -1.048 -0.765
C -0.047 0.826 0.538
N -1.069 1.482 0.398
N -2.185 1.002 -0.492
H 2.524 0.098 0.261
H 1.894 -1.712 0.786
H 2.190 -0.935 -0.933
H -0.495 -1.649 -0.004
H 0.645 1.089 1.486
H -3.119 1.445 -0.172
H -2.060 0.270 -0.970



(2)
13
Properties=species:S:1:pos:R:3 method="wB97M-V/def2-TZVPD" e_homo_ev=-9.1 max_force_ev_per_a=6.279 e_tot_ev=-8702.098 homo_lumo_gap_ev=9.95
H -1.590 2.038 0.062
N -0.885 1.421 -0.367
C -1.047 0.152 -0.151
N -2.142 -0.558 0.073
N 0.134 -0.704 -0.250
O 1.255 -0.248 -0.787
C 2.134 0.177 0.357
H -1.851 -1.529 0.496
H -3.090 -0.278 0.016
H -0.028 -1.323 -1.012
H 2.036 1.232 0.370
H 3.228 -0.048 0.021
H 1.846 -0.331 1.173



(3)
14
Properties=species:S:1:pos:R:3 method="wB97M-V/def2-TZVPD" e_homo_ev=-9.4 smiles="CNN(C)[N+](=O)[O-]" max_force_ev_per_a=2.999 e_tot_ev=-10747.239 homo_lumo_gap_ev=9.64
C 1.122 1.053 -0.551
N 0.549 0.704 0.774
N -0.390 -0.247 0.824
C 0.215 -1.500 0.399
N -1.784 0.097 0.052
O -2.415 -0.746 -0.560
O -2.053 1.305 0.124
H 2.178 0.716 -0.804
H 0.552 0.473 -1.306
H 0.990 2.078 -0.941
H -0.038 1.463 0.991
H 1.263 -1.399 0.154
H 0.179 -2.188 1.251
H -0.368 -1.809 -0.406